Record 1
{
  "formula": "C4H9NO2",
  "method": "ωB97M-V/def2-TZVPD",
  "elements": ["C", "C", "C", "N", "C", "O", "O", "H", "H", "H", "H", "H", "H", "H", "H", "H"],
  "xyz": [[0.8823, -0.4115, -1.2288], [-0.3656, 1.9455, -0.1184], [-0.2958, -1.7997, 0.5808], [0.2560, 0.6861, 0.2482], [-0.3437, -0.7100, -0.4787], [0.9232, 0.7703, 1.4885], [-1.3497, -0.6639, -1.2817], [0.3067, 0.4202, 2.1505], [1.7375, -1.0854, -1.1985], [0.7870, 0.2967, -2.0440], [0.3909, 2.7179, -0.2663], [-1.0653, 2.2597, 0.6614], [-0.9299, 1.7982, -1.0362], [0.6861, -1.9601, 1.0258], [-0.9922, -1.5349, 1.3773], [-0.6275, -2.7289, 0.1200]],
  "mulliken_charge": [-0.642, -0.892, -1.495, 0.110, 1.249, -0.434, -0.784, 0.346, 0.272, 0.289, 0.303, 0.292, 0.335, 0.387, 0.305, 0.358],
  "homo_ev": [-8.2, -8.2],
  "lumo_energy_ha": [0.001, 0.001],
  "molar_mass_g_mol": 103.121,
  "e_above_lowest_kcal_mol": 144.5,
  "spin_multiplicity": 1,
  "homo_lumo_gap_ev": [8.194, 8.195],
  "total_energy_ha": -362.85522
}


Record 2
{
  "formula": "C5H10O",
  "method": "ωB97M-V/def2-TZVPD",
  "elements": ["C", "C", "O", "C", "C", "C", "H", "H", "H", "H", "H", "H", "H", "H", "H", "H"],
  "xyz": [[-1.5430, -0.8218, -0.6617], [-0.7276, 0.4498, -0.5826], [0.2670, 0.5271, -1.6204], [1.2783, 0.8981, -0.6741], [0.3478, 0.6287, 0.5182], [0.7056, -0.5839, 1.3628], [-2.1164, -0.8337, -1.5943], [-2.2488, -0.8847, 0.1745], [-0.8995, -1.7062, -0.6507], [-1.3974, 1.3214, -0.6375], [2.1615, 0.2503, -0.7477], [1.5881, 1.9440, -0.7959], [0.1730, 1.4983, 1.1601], [-0.1219, -0.8726, 2.0204], [1.5752, -0.3697, 1.9948], [0.9579, -1.4451, 0.7342]],
  "mulliken_charge": [-1.391, 0.307, -0.432, -0.496, 0.369, -1.533, 0.373, 0.327, 0.290, 0.266, 0.271, 0.240, 0.344, 0.320, 0.390, 0.354],
  "homo_ev": -9.5,
  "lumo_energy_ha": 0.041,
  "molar_mass_g_mol": 86.134,
  "e_above_lowest_kcal_mol": 24.6,
  "spin_multiplicity": 1,
  "homo_lumo_gap_ev": 10.641,
  "smiles": "C[C@@H]1OC[C@@H]1C",
  "total_energy_ha": -271.71341
}